A) Entry from OMol25: a 2-piece molecular cluster, C14H16 overall (wB97M-V/def2-TZVPD).

The geometry in XYZ format:
```
30
C14H16, DFT wB97M-V/def2-TZVPD
C -4.02052 1.76148 0.26102
C -2.76295 1.18365 0.86270
C -2.16528 0.06454 0.27309
C -1.52398 -0.83230 1.12759
C -1.66380 -0.76735 2.50061
C -1.97614 0.47773 3.05763
C -2.49610 1.43995 2.20974
H -4.04139 2.84433 0.17048
H -4.89308 1.48019 0.85317
H -4.19144 1.31131 -0.71697
H -2.32248 -0.12350 -0.78336
H -1.00990 -1.69156 0.71641
H -1.51218 -1.64904 3.10280
H -1.87341 0.58634 4.13071
H -2.71738 2.41595 2.62587
C 4.26659 -1.25772 -0.07148
C 3.11843 -0.87652 -0.96795
C 3.37885 -0.24079 -2.18411
C 2.34325 0.23679 -2.96162
C 1.03440 0.12388 -2.48495
C 0.77923 -0.43125 -1.23200
C 1.80326 -0.99094 -0.50177
H 5.15991 -0.72401 -0.40820
H 4.54299 -2.29778 -0.24622
H 4.08593 -1.08086 0.98348
H 4.40631 -0.29760 -2.51655
H 2.42987 0.70773 -3.93506
H 0.23392 0.26156 -3.19935
H -0.27418 -0.49566 -1.01089
H 1.65662 -1.63063 0.35887
```

Properties
Kohn-Sham gap, eV: 9.735
LUMO level, eV: 1.0
SMILES string: Cc1ccccc1.Cc1ccccc1
Total charge: 0

Atom charges from the Mulliken analysis, given in e for atoms 1 to 2: C -1.301; C 0.991

---

B) Entry from OMol25: a 2-piece molecular cluster, C14H16 overall (wB97M-V/def2-TZVPD).

The geometry in XYZ format:
```
30
C14H16, DFT wB97M-V/def2-TZVPD
C -3.98918 1.87859 -1.87399
C -3.00900 1.80687 -0.71638
C -1.79086 1.14533 -0.90200
C -0.93034 1.04293 0.16244
C -1.26134 1.58048 1.40156
C -2.45608 2.26671 1.53903
C -3.38256 2.37263 0.50847
H -4.21518 0.82514 -2.14858
H -3.49168 2.17407 -2.80989
H -4.94381 2.32812 -1.67453
H -1.44944 0.66961 -1.81569
H 0.10293 0.71266 0.09035
H -0.60031 1.44423 2.25449
H -2.89763 2.60318 2.48114
H -4.33775 2.88140 0.48382
C 2.72396 0.48372 0.45060
C 2.59788 -1.02321 0.31917
C 3.73849 -1.75932 -0.10152
C 3.64641 -3.12709 -0.24285
C 2.44587 -3.79222 0.07085
C 1.31927 -3.06130 0.35883
C 1.40591 -1.65993 0.38967
H 3.65623 0.88005 0.83660
H 1.86448 1.02366 0.82564
H 2.68690 0.80630 -0.61161
H 4.60168 -1.17392 -0.36713
H 4.51852 -3.75750 -0.41999
H 2.57273 -4.84746 0.26333
H 0.42224 -3.56876 0.68149
H 0.45166 -1.15497 0.56667
```

Properties
Kohn-Sham gap, eV: 9.860
LUMO level, eV: 0.9
SMILES string: Cc1ccccc1.Cc1ccccc1
Total charge: 0

Atom charges from the Mulliken analysis, given in e for atoms 1 to 2: C -1.398; C 1.142

---

Of them, A) has the lowest stability.